Formula: C23H30AlBrCaClCsF5IMgNO6
Source: the OMol25 dataset
Level of theory: ωB97M-V with the def2-TZVPD basis set

Geometry (Å):
C1 -1.82819 -3.02179 1.35815
C2 -2.03774 -1.60433 1.98387
C3 -2.90885 -0.70401 1.08547
N1 -4.22517 -0.34361 1.63781
C4 -5.15747 0.04882 0.54219
C5 -6.58678 -0.52717 0.63389
C6 -6.76167 -1.80648 1.45782
C7 -5.84892 -2.95137 1.02647
C8 -6.72838 -1.57436 2.98160
C9 -4.06221 0.74220 2.50377
O1 -2.96064 1.16681 2.85635
O2 -5.20645 1.28514 2.96933
I1 -5.15553 1.17392 5.07765
H1 -2.69021 -3.66060 1.64169
H2 -1.78476 -2.94878 0.28727
H3 -0.86082 -3.39274 1.74553
H4 -1.06184 -1.12821 2.01315
H5 -2.42621 -1.64286 3.03075
H6 -3.05612 -1.28683 0.18170
H7 -2.33884 0.18392 0.81354
H8 -4.73592 -0.13485 -0.44046
H9 -5.25461 1.13547 0.60840
H10 -7.28568 0.23329 0.97085
H11 -6.89565 -0.77603 -0.38314
H12 -7.77730 -2.14956 1.25672
H13 -5.93002 -3.78945 1.71740
H14 -6.21254 -3.33104 0.07155
H15 -4.81428 -2.65756 0.87827
H16 -5.70358 -1.71986 3.33476
H17 -7.33465 -2.32653 3.47992
H18 -7.07152 -0.57264 3.21000
C10 0.14562 2.53254 0.52491
C11 -0.68162 2.85543 -0.54756
C12 -0.27274 2.56006 -1.83650
C13 0.94238 1.96361 -2.08155
C14 1.78018 1.66329 -1.02538
C15 1.37436 1.93804 0.28087
C16 3.13091 1.05640 -1.28748
O3 3.85536 0.79663 -0.35389
C17 3.52115 0.81279 -2.70018
C18 4.78082 0.30853 -2.98533
C19 5.15189 0.06459 -4.30076
C20 4.26033 0.32005 -5.33491
C21 3.00213 0.82881 -5.06707
C22 2.62767 1.08615 -3.75645
C23 1.30476 1.65814 -3.49408
O4 0.49107 1.90288 -4.37175
H19 -0.16387 2.74499 1.53926
H20 -1.65016 3.33477 -0.36479
H21 -0.89507 2.79087 -2.69011
H22 2.02192 1.68961 1.10481
H23 5.48023 0.10554 -2.18668
H24 6.13959 -0.32208 -4.51559
H25 4.55316 0.12326 -6.35706
H26 2.31229 1.03052 -5.87444
Ca1 -2.83084 3.40623 -2.56591
Cl1 0.43317 -3.59703 -0.32989
F1 7.79540 -1.12997 -2.83226
Al1 8.80695 0.18451 -2.52484
F2 10.42114 -0.19677 -2.84431
F3 8.69485 0.60424 -0.85503
F4 8.30966 1.49634 -3.45340
Mg1 -3.76448 -0.96926 5.66084
O5 1.60134 1.27612 3.26225
H27 2.09063 0.43964 3.22066
Br1 2.89630 2.26905 4.11162
O6 9.40709 1.12921 2.02203
H28 8.60580 1.11050 2.57652
H29 9.91129 1.95580 2.14201
H30 9.18143 0.98775 1.07074
F5 10.53997 -0.54965 -5.08477
Cs1 -2.60948 -4.18112 3.57320

Its total charge is +1. Its energy is -173380.9055 eV. The value obtained for the HOMO energy is -7.943 eV. The gap between HOMO and LUMO comes out at 0.03625 Eh. As for the LUMO energy: -7.0 eV.

In the Löwdin picture, each atom carries the following charge in e: C -0.493; C -0.264; C -0.176; N -0.028; C -0.142; C -0.137; C -0.402; C -0.051; C -0.082; C -0.742; O 0.008; O -0.489; I 0.928; H -0.156; H -0.021; H -0.029; H 0.110; H -0.007; H 0.114; H 0.114; H 0.111; H 0.109; H 0.113; H 0.113; H 0.131; H 0.080; H 0.088; H 0.056; H 0.028; H 0.084; H 0.054; C -0.026; C -0.125; C -0.132; C -0.070; C -0.029; C 0.039; C -0.255; O 0.131; C -0.067; C 0.036; C 0.002; C -0.022; C 0.008; C -0.094; C -0.271; O 0.070; H 0.119; H 0.038; H -0.040; H 0.091; H 0.121; H 0.116; H 0.118; H 0.122; Ca 1.329; Cl -0.496; F -0.161; Al -0.158; F -0.154; F -0.194; F -0.168; Mg 0.363; O -0.636; H 0.001; Br 0.679; O 0.348; H 0.194; H 0.197; H 0.153; F -0.306; Cs 1.105